Record 1
Here is a structure of composition C20H13IN3O4RuS at a distorted geometry from the OMol25 dataset. Energies are from ωB97M-V/def2-TZVPD.

```
! RIJCOSX wB97M-V def2-TZVPD def2/J DEFGRID3
* xyz 1 5
Ru 0.49 0.61 0.27
I 3.12 0.97 1.21
C 2.46 0.06 3.01
C 3.35 -0.06 4.05
C 2.94 -0.70 5.23
C 1.68 -1.20 5.34
C 0.75 -1.08 4.28
C -0.56 -1.59 4.40
C -1.47 -1.46 3.38
C -1.10 -0.81 2.20
C 0.18 -0.29 2.03
C 1.14 -0.43 3.07
H 4.35 0.33 3.96
H 3.64 -0.79 6.05
H 1.36 -1.72 6.24
H -0.84 -2.08 5.33
H -2.48 -1.83 3.49
H -1.83 -0.69 1.41
O 1.57 -2.25 -4.82
C 0.99 -3.07 -3.97
O 0.72 -4.21 -4.23
C 0.66 -2.54 -2.61
C 0.13 -3.34 -1.62
N -0.07 -2.58 -0.54
N 0.31 -1.32 -0.76
C 0.77 -1.27 -2.01
C 1.31 0.05 -2.51
O 1.84 0.11 -3.60
O 1.13 1.03 -1.69
H 1.64 -1.33 -4.48
H -0.12 -4.39 -1.66
H -0.44 -2.85 0.36
S -0.42 2.62 1.23
C -1.49 2.69 -0.15
C -2.26 3.79 -0.51
C -2.98 3.72 -1.68
C -2.93 2.56 -2.45
C -2.16 1.50 -2.01
N -1.47 1.56 -0.88
H -2.26 4.67 0.11
H -3.58 4.56 -2.00
H -3.48 2.49 -3.38
H -2.11 0.57 -2.56
*
```

energy = -55122.0442 eV
E_HOMO (spin up / spin down) = -0.4369 / -0.4346 hartree
⟨S²⟩ = 6.0490
energy relative to the best compared isomer or geometry (same formula, charge and spin) = 7.1 kcal per mole
lowest unoccupied orbital energy (spin up / spin down) = -0.149 / -0.225 hartree
frontier orbital gap (spin up / spin down) = 7.82 / 5.70 eV

These are the natural (NBO) partial charges, in e, on atoms 1 to 8: atom 1 (Ru): 1.14, atom 2 (I): 0.37, atom 3 (C): -0.12, atom 4 (C): -0.22, atom 5 (C): -0.19, atom 6 (C): -0.14, atom 7 (C): -0.08, atom 8 (C): -0.12

Record 2
Here is a cluster of 9 separate species, C9H36O9 in total at a distorted geometry from the OMol25 dataset. Energies are from ωB97M-V/def2-TZVPD.

```
! RIJCOSX wB97M-V def2-TZVPD def2/J DEFGRID3
* xyz 0 1
C 0.64 1.02 5.24
C -0.69 1.75 5.20
O -1.11 1.77 3.85
H 1.47 1.52 4.74
H 0.46 0.03 4.81
H 1.22 0.87 6.15
H -0.57 2.68 5.77
H -1.41 1.10 5.70
H -2.02 2.05 3.82
C -4.09 2.48 -5.08
C -4.14 2.35 -3.54
O -5.12 3.22 -2.99
H -5.15 2.38 -5.29
H -3.42 1.76 -5.55
H -3.74 3.49 -5.31
H -3.15 2.56 -3.15
H -4.14 1.29 -3.31
H -5.82 2.73 -2.54
C 6.09 -1.54 -1.51
O 5.75 -0.20 -1.93
H 5.63 -2.30 -2.15
H 7.15 -1.77 -1.49
H 5.71 -1.56 -0.49
H 4.80 -0.13 -1.83
C -3.90 -3.75 3.69
O -4.40 -3.30 4.92
H -4.60 -4.32 3.08
H -3.48 -2.85 3.23
H -3.07 -4.43 3.89
H -5.21 -2.83 4.73
C -1.47 -3.86 -3.96
O -2.58 -4.67 -4.39
H -1.50 -2.88 -4.43
H -1.48 -3.57 -2.91
H -0.63 -4.43 -4.34
H -3.39 -4.22 -4.63
C 2.58 5.92 -3.98
O 2.98 6.53 -5.16
H 3.29 6.05 -3.16
H 1.65 6.38 -3.65
H 2.41 4.85 -4.06
H 2.59 6.02 -5.87
C 3.38 -5.79 3.71
O 3.32 -5.36 2.36
H 4.05 -6.63 3.85
H 3.71 -4.95 4.33
H 2.40 -6.08 4.07
H 2.72 -5.93 1.87
O 1.10 0.45 -0.19
H 1.62 -0.07 0.43
H 0.32 0.70 0.29
O 1.34 5.34 2.14
H 0.83 4.55 1.97
H 1.08 5.61 3.02
*
```

SMILES = CCO.CCO.CO.CO.CO.CO.CO.O.O
energy = -28339.5294 eV
E_HOMO = -0.3722 hartree
energy relative to the best compared isomer or geometry (same formula, charge and spin) = 133.2 kcal per mole
lowest unoccupied orbital energy = 0.000 hartree
frontier orbital gap = 10.13 eV

These are the natural (NBO) partial charges, in e, on atoms 1 to 8: atom 1 (C): -0.64, atom 2 (C): -0.07, atom 3 (O): -0.72, atom 4 (H): 0.21, atom 5 (H): 0.21, atom 6 (H): 0.22, atom 7 (H): 0.16, atom 8 (H): 0.16

Record 3
Here is the ion C42H36F5N6O with charge +1 at a distorted geometry from the OMol25 dataset. Energies are from ωB97M-V/def2-TZVPD.

```
! RIJCOSX wB97M-V def2-TZVPD def2/J DEFGRID3
* xyz 1 1
C 4.12 4.25 -0.63
N 4.21 2.80 -0.70
C 4.90 2.16 -1.72
C 4.79 0.83 -1.51
N 4.05 0.67 -0.34
C 3.83 -0.61 0.29
C 3.02 -1.54 -0.34
F 2.39 -1.19 -1.49
C 2.80 -2.78 0.25
F 2.06 -3.71 -0.38
C 3.39 -3.06 1.49
F 3.21 -4.27 2.06
C 4.16 -2.10 2.14
F 4.69 -2.38 3.36
C 4.37 -0.87 1.54
F 5.10 0.08 2.16
C 3.67 1.87 0.12
C 2.84 2.11 1.31
O 3.13 3.11 2.04
C 1.80 1.17 1.67
C 1.12 1.38 2.94
C 1.04 0.11 3.81
C 1.36 0.16 5.17
C 1.34 -1.00 5.94
C 0.96 -2.23 5.37
C 0.63 -2.27 4.01
C 0.69 -1.11 3.23
N -0.39 2.26 2.93
C -0.73 3.38 3.60
C -1.98 4.01 3.45
C -2.94 3.35 2.63
C -2.59 2.14 1.99
C -1.28 1.65 2.14
N -3.55 1.49 1.24
C -3.27 0.16 0.67
C -2.48 0.20 -0.62
C -1.99 -1.01 -1.13
C -1.27 -1.03 -2.32
C -1.04 0.17 -3.02
C -1.54 1.37 -2.52
C -2.27 1.39 -1.32
C -4.96 1.79 1.47
C -5.18 3.27 1.63
N -4.18 3.89 2.46
C -4.58 5.12 3.11
C -3.42 6.01 3.45
N -2.32 5.23 4.01
C -1.31 6.03 4.75
C -1.15 5.65 6.19
C -0.13 6.26 6.93
C 0.06 5.94 8.27
C -0.77 4.99 8.89
C -1.80 4.39 8.16
C -2.00 4.73 6.82
H 3.67 4.55 0.32
H 5.13 4.67 -0.72
H 3.52 4.62 -1.48
H 5.41 2.74 -2.47
H 5.21 0.00 -2.05
H 1.72 0.26 1.06
H 1.55 2.22 3.51
H 1.66 1.13 5.61
H 1.57 -0.96 7.01
H 0.81 -3.12 6.00
H 0.25 -3.19 3.55
H 0.46 -1.15 2.16
H 0.01 3.81 4.25
H -0.94 0.76 1.62
H -2.76 -0.45 1.42
H -4.25 -0.30 0.49
H -2.19 -1.93 -0.57
H -0.88 -1.97 -2.71
H -0.47 0.15 -3.96
H -1.37 2.30 -3.06
H -2.66 2.32 -0.93
H -5.32 1.24 2.35
H -5.51 1.45 0.59
H -6.15 3.46 2.07
H -5.20 3.75 0.63
H -5.17 4.90 4.03
H -5.27 5.64 2.43
H -3.74 6.72 4.21
H -3.08 6.57 2.56
H -1.63 7.07 4.67
H -0.35 5.95 4.21
H 0.50 6.99 6.43
H 0.86 6.42 8.84
H -0.61 4.73 9.95
H -2.46 3.67 8.64
H -2.81 4.26 6.25
*
```

SMILES = Cn1cc[n+](-c2c(F)c(F)c(F)c(F)c2F)c1/C([O-])=C/[C@H](c1ccccc1)[n+]1cc2c3c(c1)N(Cc1ccccc1)CCN3CCN2Cc1ccccc1
energy = -68706.0767 eV
E_HOMO = -0.3601 hartree
lowest unoccupied orbital energy = -0.088 hartree
frontier orbital gap = 7.40 eV

These are the Löwdin partial charges, in e, on atoms 1 to 8: atom 1 (C): 0.02, atom 2 (N): -0.02, atom 3 (C): 0.01, atom 4 (C): 0.02, atom 5 (N): 0.07, atom 6 (C): -0.08, atom 7 (C): -0.13, atom 8 (F): 0.11

Record 4
Here is a structure of composition C5H13N3O at a distorted geometry from the OMol25 dataset. Energies are from ωB97M-V/def2-TZVPD.

```
! RIJCOSX wB97M-V def2-TZVPD def2/J DEFGRID3
* xyz 0 1
C -1.44 1.14 -0.04
C 0.01 1.44 0.20
C -1.95 0.95 -1.28
C -0.72 -1.06 1.25
N 0.94 0.42 -0.32
C 0.53 -0.95 -0.26
N 2.28 0.62 0.08
N 1.54 -1.85 -0.02
O -0.22 -1.33 -1.32
H -2.09 1.26 0.81
H 2.33 0.88 1.06
H 2.68 1.36 -0.49
H 2.50 -1.53 -0.07
H 1.29 -2.81 -0.21
H 0.29 2.39 -0.27
H 0.17 1.54 1.28
H -1.31 1.04 -2.16
H -1.01 -0.70 -1.43
H -3.01 0.97 -1.46
H -0.27 -1.95 1.70
H -0.87 -0.50 2.17
H -1.66 -1.34 0.77
*
```

energy = -11909.9652 eV
E_HOMO = -0.2935 hartree
energy relative to the best compared isomer or geometry (same formula, charge and spin) = 107.3 kcal per mole
lowest unoccupied orbital energy = 0.036 hartree
frontier orbital gap = 8.96 eV

These are the natural (NBO) partial charges, in e, on atoms 1 to 8: atom 1 (C): -0.11, atom 2 (C): -0.27, atom 3 (C): -0.49, atom 4 (C): -0.81, atom 5 (N): -0.33, atom 6 (C): 0.67, atom 7 (N): -0.66, atom 8 (N): -0.89

> What is the energy in the second record?

-28339.5294 eV